Model w:
# C17H28NO2

The ion C17H28NO2 with charge +1 (wB97M-V/def2-TZVPD, the OMol25 dataset).

```
48
Properties=species:S:1:pos:R:3
C 3.48 1.79 1.24
C 2.27 0.98 1.56
C 2.40 -0.31 2.04
C 1.29 -1.07 2.39
C 1.47 -2.46 2.93
C 0.00 -0.55 2.23
C -1.20 -1.34 2.61
C -0.13 0.75 1.72
O -1.43 1.20 1.54
C -1.67 2.41 0.88
C -1.30 2.38 -0.63
N -0.86 1.02 -1.04
C -1.97 0.05 -1.12
C -1.40 -1.35 -1.42
C -2.51 -2.38 -1.56
O -0.67 -1.31 -2.62
C 0.42 -0.42 -2.59
C 1.14 -0.49 -3.92
C -0.10 1.01 -2.31
C 0.99 1.51 1.39
H 3.22 2.70 0.69
H 4.19 1.22 0.64
H 3.99 2.08 2.16
H 3.38 -0.73 2.17
H 0.93 -3.19 2.33
H 2.52 -2.73 2.95
H 1.07 -2.52 3.94
H -2.11 -0.76 2.48
H -1.14 -1.64 3.65
H -1.27 -2.25 2.02
H -1.15 3.24 1.37
H -2.74 2.57 1.00
H -2.16 2.67 -1.24
H -0.49 3.07 -0.84
H -0.21 0.70 -0.29
H -2.51 0.04 -0.18
H -2.64 0.35 -1.93
H -0.72 -1.63 -0.59
H -2.08 -3.35 -1.79
H -3.08 -2.44 -0.64
H -3.17 -2.10 -2.38
H 1.10 -0.70 -1.77
H 1.47 -1.51 -4.09
H 2.01 0.17 -3.92
H 0.47 -0.21 -4.73
H 0.74 1.70 -2.25
H -0.76 1.32 -3.13
H 0.90 2.53 1.05
```

Output
**Total charge**: +1
**Orbital gap**: 9.5 eV
**Highest occupied orbital energy**: -11.7 eV
**E_LUMO**: -2.24 eV

=====

Model x:
# C17H28NO2

The ion C17H28NO2 with charge +1 (wB97M-V/def2-TZVPD, the OMol25 dataset).

```
48
Properties=species:S:1:pos:R:3
C 2.99 4.68 -2.71
C 1.52 4.51 -2.31
C 0.65 4.81 -3.55
C 1.20 5.52 -1.20
C 1.20 3.11 -1.82
C 2.16 2.11 -1.73
C 1.83 0.84 -1.28
C 0.53 0.56 -0.90
O 0.27 -0.72 -0.39
C -0.83 -1.42 -0.93
C -1.54 -2.10 0.25
O -1.79 -1.17 1.27
C -0.62 -3.20 0.84
N -1.07 -3.46 2.22
C -0.04 -3.96 3.16
C -0.83 -4.42 4.39
C -2.27 -4.62 3.88
C -2.18 -4.42 2.37
C -0.44 1.55 -0.96
C -0.10 2.80 -1.42
H 3.15 5.70 -3.06
H 3.26 4.01 -3.52
H 3.65 4.51 -1.86
H -0.41 4.78 -3.31
H 0.88 5.80 -3.93
H 0.85 4.09 -4.33
H 1.45 6.53 -1.53
H 0.15 5.50 -0.93
H 1.79 5.30 -0.31
H 3.18 2.29 -2.02
H 2.58 0.07 -1.22
H -1.52 -0.75 -1.44
H -0.48 -2.17 -1.65
H -2.50 -2.52 -0.06
H -1.12 -0.46 1.18
H 0.40 -2.81 0.87
H -0.64 -4.11 0.25
H -1.41 -2.52 2.53
H 0.69 -3.18 3.38
H 0.48 -4.79 2.68
H -0.41 -5.34 4.79
H -0.80 -3.67 5.18
H -2.65 -5.61 4.12
H -2.94 -3.89 4.32
H -3.10 -4.03 1.93
H -1.90 -5.35 1.86
H -1.45 1.35 -0.65
H -0.87 3.55 -1.46
```

Output
**Total charge**: +1
**Orbital gap**: 8.8 eV
**Highest occupied orbital energy**: -11.2 eV
**E_LUMO**: -2.39 eV

=====

On energetic grounds, model w is preferred over the next structure by 0.0045 hartree.